Molecular formula: C5H13N2O
Method: DFT, the ωB97M-V functional and the def2-TZVPD basis

Calculated values
* energy: -10421.23397 eV
* HOMO: -2.71 eV
* structure (SMILES): C[C@@H](CCN)NC[O-]
* total charge: -1
* molecular weight: 117.17 g/mol
* Kohn-Sham gap: 0.24332 Ha

The geometry in XYZ format:
```
21
C5H13N2O (the ωB97M-V functional and the def2-TZVPD basis)
C 1.517 0.425 1.076
C 0.064 0.274 0.776
C -0.326 1.418 -0.252
C -1.267 0.909 -1.346
N -0.548 0.573 -2.611
N -0.411 -1.034 0.253
C -0.115 -2.143 1.282
O 1.051 -2.723 1.131
H 1.648 -0.661 1.276
H 1.733 1.222 1.851
H 2.175 0.722 0.256
H -0.518 0.216 1.737
H -0.770 2.205 0.421
H 0.557 1.907 -0.615
H -2.173 1.506 -1.734
H -1.707 -0.114 -1.048
H 0.160 1.370 -2.841
H 0.091 -0.350 -2.321
H 0.045 -1.254 -0.670
H -0.913 -2.905 1.060
H -0.294 -1.565 2.318
```


Molecular formula: C5H13N2O
Method: DFT, the ωB97M-V functional and the def2-TZVPD basis

Calculated values
* energy: -10416.73575 eV
* HOMO: -2.70 eV
* total charge: -1
* molecular weight: 117.17 g/mol
* Kohn-Sham gap: 0.17279 Ha

The geometry in XYZ format:
```
21
C5H13N2O (the ωB97M-V functional and the def2-TZVPD basis)
C 0.425 -1.186 0.091
N 1.241 -0.998 1.239
C 0.495 -0.554 2.492
O 1.049 -0.806 3.673
C 0.022 0.069 -0.759
C 1.128 0.414 -1.729
N -1.162 0.004 -1.518
C -2.303 0.743 -0.980
H 0.937 -1.865 -0.627
H -0.485 -1.724 0.430
H 1.969 -0.307 1.064
H -0.492 -1.068 2.395
H 0.373 0.559 2.366
H 0.784 1.366 0.495
H 2.159 0.319 -1.352
H 0.929 1.417 -2.134
H 0.973 -0.309 -2.546
H -0.367 0.896 -0.101
H -3.124 0.801 -1.682
H -1.895 1.759 -0.828
H -2.657 0.471 0.009
```


Molecular formula: C5H13N2O
Method: DFT, the ωB97M-V functional and the def2-TZVPD basis

Calculated values
* energy: -10417.67091 eV
* HOMO: -13.15 eV
* structure (SMILES): C[C@H]([NH3+])CCC(N)=O
* total charge: +1
* molecular weight: 117.17 g/mol
* Kohn-Sham gap: 0.35428 Ha

The geometry in XYZ format:
```
21
C5H13N2O (the ωB97M-V functional and the def2-TZVPD basis)
C 0.103 -0.187 1.945
C 0.990 0.085 0.749
N 2.047 1.145 1.128
C 0.307 0.560 -0.535
C -0.208 -0.585 -1.428
C -1.616 -0.942 -1.059
N -2.587 -0.674 -1.944
O -1.838 -1.426 0.042
H 0.003 0.682 2.590
H 0.430 -1.082 2.454
H -0.887 -0.431 1.581
H 1.583 -0.774 0.473
H 2.947 0.924 0.704
H 1.787 2.059 0.760
H 2.179 1.229 2.139
H -0.501 1.235 -0.249
H 0.969 1.177 -1.130
H -0.099 -0.315 -2.473
H 0.369 -1.482 -1.231
H -3.515 -0.962 -1.681
H -2.463 -0.235 -2.836
```